74
Properties=species:S:1:pos:R:3:mulliken_spin:R:1 method="wB97M-V/def2-TZVPD" total_charge=+2 e_lumo_ha="-0.282 / -0.282" spin_multiplicity=4 orbital_gap_ev="3.7 / 4.4" de_lowest_kj_mol=176.1 largest_force_ev_per_a=7.90
P -2.216 -0.626 -2.410 -0.0145
P 0.831 -2.498 -1.976 -0.0115
C -1.374 -1.637 -3.717 0.0002
C -0.618 -2.863 -3.219 0.0013
H -0.707 -0.950 -4.273 -0.0001
H -2.160 -1.968 -4.423 0.0003
H -1.311 -3.592 -2.753 0.0001
H -0.140 -3.389 -4.062 0.0001
C 2.092 -2.758 -3.416 0.0007
H 3.123 -2.667 -3.042 -0.0004
H 1.925 -1.994 -4.190 0.0000
H 1.961 -3.755 -3.846 -0.0001
C 1.135 -4.250 -1.416 -0.0006
H 1.323 -4.869 -2.302 0.0002
H 0.249 -4.647 -0.906 -0.0001
H 1.982 -4.316 -0.722 0.0000
C -2.657 0.899 -3.183 0.0008
H -3.079 1.588 -2.443 -0.0004
H -3.424 0.699 -3.948 0.0010
H -1.799 1.358 -3.689 0.0013
C -3.720 -1.574 -2.077 -0.0007
H -3.437 -2.558 -1.677 -0.0003
H -4.273 -1.710 -3.016 0.0001
H -4.358 -1.047 -1.354 0.0014
Re -0.750 2.504 0.534 2.4030
C 2.158 -1.754 -0.673 0.0066
C 2.057 -0.903 -1.823 0.0148
C 1.095 0.219 -2.064 0.1025
C -0.168 0.303 -1.143 0.7316
C -1.129 -0.981 -1.045 -0.0755
C -0.500 -2.333 -0.707 -0.0408
C 0.123 -2.227 0.686 0.0453
C 1.480 -1.494 0.646 0.0029
C -2.270 3.134 1.673 -0.0463
H 3.036 -2.414 -0.620 -0.0003
H 2.959 -0.795 -2.425 0.0017
H 0.763 0.236 -3.117 0.0095
H 1.660 1.154 -1.938 -0.0161
H 0.160 0.650 -0.104 -0.4061
H -0.716 1.158 -1.609 -0.0997
H -1.783 -0.753 -0.183 0.0034
H -1.232 -3.153 -0.751 -0.0003
H 0.274 -3.234 1.083 0.0002
H -0.550 -1.697 1.364 -0.0181
H 1.361 -0.426 0.848 -0.0183
H 2.116 -1.866 1.463 -0.0007
H -2.260 2.716 2.696 0.0149
H -3.163 2.747 1.155 0.0019
H -2.332 4.233 1.717 0.0382
C -0.408 4.241 -0.476 0.0335
Si 1.066 3.248 1.755 -0.0984
C 2.844 2.847 1.369 0.0048
C 1.020 4.456 3.171 0.0030
N 0.194 1.657 2.139 0.3188
C 0.202 0.958 3.339 -0.0989
C -0.815 0.013 3.603 0.0891
C -0.816 -0.687 4.798 -0.0226
C 0.169 -0.443 5.770 0.0702
C 1.179 0.504 5.520 -0.0361
C 1.220 1.194 4.305 0.0521
H -0.601 5.117 0.167 0.0179
H -1.187 4.151 -1.253 -0.0003
H 0.585 4.285 -0.946 0.0057
H 3.319 3.766 0.982 0.0021
H 3.365 2.537 2.288 0.0002
H 2.928 2.052 0.611 -0.0029
H -0.005 4.747 3.448 -0.0016
H 1.522 4.015 4.046 -0.0035
H 1.577 5.356 2.856 0.0010
H -1.604 -0.117 2.847 0.0221
H -1.588 -1.429 4.990 -0.0005
H 0.150 -0.982 6.708 0.0037
H 1.936 0.707 6.263 -0.0018
H 2.015 1.910 4.098 0.0093